(1)
Below is a 2-piece molecular cluster, C4H10N2O2 overall, with properties calculated with ωB97M-V with the def2-TZVPD basis set.

## Properties
- Calculated total energy: -11386.388 eV

CARTESIAN COORDINATES (ANGSTROEM)
C -3.09 -0.79 -1.31
C -1.60 -0.60 -1.29
O -0.92 -0.63 -2.31
N -1.00 -0.48 -0.08
H -3.28 -1.77 -0.88
H -3.52 -0.68 -2.29
H 0.00 -0.45 -0.16
H -1.45 -0.19 0.78
H -3.64 -0.08 -0.69
C 2.01 1.17 -0.04
C 1.64 0.74 1.36
O 0.76 1.29 1.99
N 2.47 -0.17 1.94
H 1.85 2.23 -0.12
H 1.44 0.74 -0.87
H 2.19 -0.53 2.84
H 3.06 -0.79 1.40
H 3.06 0.98 -0.27

=====

(2)
Below is C22H42NOP3RuS as an isolated structure in a non-equilibrium geometry, with properties calculated with ωB97M-V with the def2-TZVPD basis set.

## Properties
- ⟨S²⟩: 6.036
- Total charge: +4
- Calculated total energy: -68275.847 eV
- Spin multiplicity: 5

CARTESIAN COORDINATES (ANGSTROEM)
Ru -0.44 -0.38 0.27
P -1.60 -2.32 0.06
P 1.55 -1.00 1.12
P 0.02 -0.28 -1.96
H -1.40 2.18 0.88
C -1.40 1.62 -0.06
C -2.37 0.58 -0.23
H -3.08 0.40 0.59
C -2.71 -2.91 1.39
C -0.60 -3.85 -0.13
C -2.76 -2.52 -1.35
C 2.48 0.51 1.50
C 1.47 -1.96 2.69
C 2.63 -2.02 0.06
C -1.21 0.34 -3.18
C 0.61 -1.82 -2.75
C 1.42 0.86 -2.14
H -1.04 2.17 -0.94
H -2.77 0.37 -1.22
H -3.56 -2.23 1.53
H -2.16 -2.98 2.33
H -3.12 -3.90 1.16
H 0.08 -3.96 0.72
H -0.03 -3.87 -1.06
H -1.29 -4.70 -0.13
H -3.49 -1.71 -1.35
H -3.30 -3.46 -1.22
H -2.26 -2.55 -2.33
H 3.45 0.26 1.95
H 1.92 1.13 2.19
H 2.66 1.11 0.60
H 2.46 -2.37 2.95
H 0.76 -2.80 2.62
H 1.12 -1.31 3.50
H 3.55 -2.27 0.61
H 2.91 -1.47 -0.85
H 2.13 -2.96 -0.22
H -0.77 0.41 -4.19
H -1.58 1.33 -2.89
H -2.07 -0.35 -3.24
H 0.99 -1.57 -3.76
H -0.19 -2.56 -2.86
H 1.44 -2.27 -2.19
H 1.55 1.08 -3.21
H 2.36 0.45 -1.76
H 1.23 1.80 -1.61
C 4.06 3.31 -1.59
C 5.07 4.22 -1.24
C 4.99 5.52 -1.76
C 3.95 5.87 -2.64
C 3.06 4.89 -3.09
C 3.20 3.58 -2.65
O 3.77 2.19 -0.85
H 4.44 2.02 -0.16
H 5.88 3.93 -0.56
H 5.74 6.27 -1.47
H 3.85 6.90 -2.99
H 2.26 5.14 -3.79
H 2.60 2.78 -3.07
S -1.02 0.14 2.70
C -2.61 -0.17 3.26
N -3.67 0.59 2.82
C -4.97 0.33 3.18
C -5.24 -0.70 4.04
C -4.18 -1.44 4.59
C -2.87 -1.15 4.23
H -3.47 1.37 2.19
H -5.72 0.99 2.74
H -6.27 -0.93 4.31
H -4.38 -2.24 5.30
H -2.02 -1.69 4.61

=====

(3)
Below is one molecule with the formula C15H14N2O5 in a non-equilibrium geometry, with properties calculated with ωB97M-V with the def2-TZVPD basis set.

## Properties
- Calculated total energy: -29000.153 eV

CARTESIAN COORDINATES (ANGSTROEM)
C -3.01 -3.49 0.26
H -2.50 -3.60 -0.70
H -2.28 -3.61 1.05
C -3.69 -2.14 0.35
N -2.73 -1.05 0.22
N -1.50 -1.36 -0.07
C -0.57 -0.46 -0.20
C -0.85 0.95 -0.06
C 0.07 1.98 -0.24
C -0.32 3.30 -0.09
C -1.63 3.62 0.23
C -2.56 2.62 0.40
C -2.19 1.29 0.26
C -3.20 0.25 0.42
O -4.37 0.44 0.70
H -3.59 2.84 0.65
H -1.92 4.66 0.35
H 0.41 4.08 -0.24
H 1.09 1.75 -0.49
C 0.75 -1.06 -0.50
O 0.91 -2.10 -1.09
O 1.77 -0.32 -0.02
C 3.09 -0.85 -0.18
C 3.90 -0.06 -1.20
H 4.64 -0.72 -1.66
H 3.28 0.37 -1.98
C 4.58 1.00 -0.34
H 4.00 1.93 -0.29
H 5.60 1.24 -0.66
O 4.66 0.46 0.97
C 3.84 -0.57 1.14
O 3.71 -1.17 2.17
H 3.01 -1.92 -0.39
H -4.20 -2.01 1.31
H -4.44 -2.02 -0.43
H -3.76 -4.27 0.35